C22H22Cl2CrN3O3 as an isolated structure. Source: the OMol25 dataset; level of theory: ωB97M-V with the def2-TZVPD basis set.

Structure (XYZ):
```
53
C22H22Cl2CrN3O3 ωB97M-V with the def2-TZVPD basis set
Cr -0.39 -0.76 -0.14
Cl -0.13 3.81 5.40
C 0.04 2.88 3.96
C 0.63 3.46 2.83
C 0.76 2.75 1.66
Cl 1.46 3.49 0.27
C 0.31 1.43 1.56
O 0.48 0.79 0.41
C -0.28 0.86 2.71
C -0.72 -0.49 2.70
O -0.80 -1.23 1.69
C -0.40 1.59 3.91
H 0.99 4.48 2.88
H -1.04 -0.91 3.66
H -0.86 1.14 4.77
C -3.56 2.03 0.65
C -3.43 2.86 -0.45
C -2.64 2.44 -1.52
C -1.97 1.25 -1.42
N -2.03 0.47 -0.32
C -2.85 0.85 0.68
C -1.15 0.67 -2.52
C -1.25 1.06 -3.83
C -0.54 0.35 -4.80
C 0.22 -0.73 -4.42
C 0.28 -1.06 -3.08
N -0.38 -0.37 -2.14
H -4.20 2.29 1.48
H -3.94 3.81 -0.49
H -2.54 3.06 -2.40
H -2.94 0.17 1.51
H -1.89 1.88 -4.12
H -0.61 0.64 -5.84
H 0.77 -1.32 -5.14
H 0.86 -1.91 -2.74
N 3.06 -0.81 3.55
C 2.20 -0.91 2.78
H 3.81 -0.73 4.22
C 3.31 -1.80 -1.60
C 2.64 -1.52 -0.27
O 1.24 -1.97 -0.23
C 1.05 -3.39 -0.03
C -0.44 -3.68 -0.12
H 4.38 -1.65 -1.48
H 2.96 -1.13 -2.38
H 3.16 -2.83 -1.93
H 2.60 -0.46 -0.07
H 3.16 -2.01 0.54
H 1.45 -3.66 0.95
H 1.61 -3.93 -0.79
H -0.95 -3.52 0.83
H -0.61 -4.71 -0.43
H -0.92 -3.05 -0.90
```

## Properties
2S+1: 4
Orbital gap (alpha / beta): 6.8 / 7.1 eV
Maximum force: 0.9 eV Å⁻¹
Charge: +2

Partial charges, natural (NBO), in e: Cr 1.5437; Cl 0.0805; C -0.0611; C -0.1446; C -0.0913; Cl 0.0667; C 0.3541; O -0.6731; C -0.2231; C 0.4667; O -0.6475; C -0.1675; H 0.2666; H 0.2030; H 0.2475; C -0.2218; C -0.0893; C -0.1941; C 0.1809; N -0.4905; C 0.0928; C 0.1939; C -0.1952; C -0.0866; C -0.2122; C 0.0834; N -0.5255; H 0.2598; H 0.2571; H 0.2488; H 0.2205; H 0.2492; H 0.2577; H 0.2594; H 0.2220; N -0.6734; C 0.2263; H 0.4704; C -0.6481; C -0.0607; O -0.5869; C -0.0657; C -0.6428; H 0.2573; H 0.2124; H 0.2186; H 0.2219; H 0.2101; H 0.2160; H 0.2064; H 0.2463; H 0.2773; H 0.1838



C22H22ClN5O14S2Ti as an isolated structure. Source: the OMol25 dataset; level of theory: ωB97M-V with the def2-TZVPD basis set.

Structure (XYZ):
```
67
C22H22ClN5O14S2Ti ωB97M-V with the def2-TZVPD basis set
Ti 1.17 -0.48 -0.21
O 3.00 0.21 -0.02
C 3.43 1.37 0.00
C 2.64 2.55 0.14
C 3.31 3.79 0.25
C 2.58 4.95 0.42
C 1.16 4.85 0.45
C 0.51 3.65 0.34
C 1.23 2.45 0.18
O 0.58 1.30 0.08
N 3.20 6.18 0.57
O 4.48 6.23 0.58
O 2.47 7.23 0.71
H 4.52 1.49 -0.07
H 4.39 3.84 0.23
H 0.62 5.78 0.58
H -0.57 3.59 0.36
O 4.12 -3.14 -1.12
S 2.75 -2.86 -0.76
O 2.07 -1.90 -1.66
O 2.52 -2.44 0.63
C 1.86 -4.41 -0.92
C 2.65 -5.54 -1.06
C 2.08 -6.81 -1.10
C 0.71 -6.95 -1.00
C -0.09 -5.82 -0.88
C 0.47 -4.55 -0.84
S -0.73 -3.22 -0.87
O -1.91 -3.68 -0.18
O -0.88 -2.93 -2.27
O -0.07 -2.15 -0.06
H 3.72 -5.41 -1.13
H 2.72 -7.68 -1.21
H 0.26 -7.93 -1.03
H -1.16 -5.91 -0.80
N -2.00 -0.75 4.17
C -0.74 -0.37 3.77
C -0.21 -0.88 2.57
N 0.94 -0.45 2.10
C 1.62 0.46 2.83
C 1.11 0.91 4.03
N -0.08 0.50 4.51
H -2.39 -1.56 3.73
H -2.18 -0.67 5.16
H -0.73 -1.62 1.99
H 2.57 0.80 2.46
H 1.67 1.62 4.62
C -3.42 1.40 -2.39
C -3.94 1.40 -0.95
C -4.08 2.83 -0.43
C -5.28 0.66 -0.86
C -2.97 0.69 -0.10
N -2.18 0.08 0.47
H -4.05 2.05 -2.99
H -3.45 0.39 -2.81
H -2.39 1.74 -2.44
H -4.85 3.35 -1.00
H -3.13 3.37 -0.54
H -4.35 2.84 0.63
H -6.01 1.16 -1.50
H -5.67 0.67 0.17
H -5.18 -0.38 -1.18
O -0.40 2.08 -2.73
Cl 0.31 0.84 -2.90
O 1.70 0.97 -2.47
O 0.23 0.41 -4.26
O -0.28 -0.20 -2.01
```

## Properties
2S+1: 3
Orbital gap (alpha / beta): 4.3 / 7.3 eV
Maximum force: 1.5 eV Å⁻¹
Charge: -2
ΔE to the lowest compared entry with this formula, charge and spin: 26.69 kcal/mol

Partial charges, natural (NBO), in e: Ti 1.6600; O -0.6439; C 0.4404; C -0.2954; C -0.1828; C 0.0114; C -0.1426; C -0.3043; C 0.4532; O -0.7690; N 0.3566; O -0.6189; O -0.6201; H 0.1540; H 0.2346; H 0.2373; H 0.2100; O -0.9686; S 2.4105; O -0.9724; O -0.9681; C -0.2326; C -0.2101; C -0.2293; C -0.2206; C -0.1946; C -0.3169; S 2.4489; O -0.9956; O -0.9343; O -1.0327; H 0.2414; H 0.1989; H 0.1982; H 0.2367; N -0.7972; C 0.3479; C 0.0222; N -0.4059; C -0.0314; C 0.0031; N -0.4523; H 0.3899; H 0.3824; H 0.2510; H 0.2169; H 0.1951; C -0.6087; C -0.1575; C -0.5854; C -0.5837; C 0.3275; N -0.3293; H 0.1902; H 0.2234; H 0.2747; H 0.1983; H 0.2311; H 0.2075; H 0.1987; H 0.2045; H 0.2250; O -0.8368; Cl 2.5456; O -0.8286; O -0.8161; O -0.8415



One molecule with the formula C22H22N2O5S. Source: the OMol25 dataset; level of theory: ωB97M-V with the def2-TZVPD basis set.

Structure (XYZ):
```
52
C22H22N2O5S ωB97M-V with the def2-TZVPD basis set
C -3.86 -3.23 1.57
C -2.50 -2.87 1.08
C -2.26 -2.76 -0.29
C -1.01 -2.41 -0.77
C 0.03 -2.16 0.13
C -0.20 -2.26 1.50
C -1.45 -2.61 1.96
H -1.62 -2.69 3.03
H 0.61 -2.06 2.18
C 1.34 -1.79 -0.36
N 2.38 -1.48 0.37
C 3.38 -1.19 -0.52
C 2.89 -1.33 -1.79
O 1.60 -1.72 -1.68
C 3.50 -1.14 -3.13
H 2.79 -1.45 -3.90
H 4.41 -1.72 -3.22
H 3.74 -0.09 -3.27
C 4.68 -0.66 -0.09
H 4.98 -1.03 0.88
H 5.45 -0.85 -0.84
S 4.50 1.21 0.03
O 3.63 1.55 -1.10
C 3.42 1.15 1.54
C 2.42 2.30 1.62
O 2.34 3.02 2.59
N 1.61 2.36 0.55
H 1.88 1.87 -0.30
C 0.53 3.32 0.45
C -0.79 2.63 0.20
C -1.07 1.42 0.81
C -2.28 0.76 0.62
C -3.20 1.36 -0.20
C -2.93 2.58 -0.82
C -1.73 3.23 -0.64
H -1.54 4.18 -1.12
O -4.00 2.96 -1.58
C -4.97 1.94 -1.41
O -4.45 0.94 -0.56
H -5.88 2.36 -0.97
H -5.21 1.50 -2.39
H -2.49 -0.18 1.10
H -0.33 0.97 1.46
H 0.50 3.85 1.41
H 0.74 4.04 -0.34
H 4.09 1.19 2.40
H 2.87 0.21 1.52
H -0.84 -2.33 -1.83
H -3.06 -2.96 -0.98
H -4.19 -4.17 1.13
H -3.87 -3.33 2.66
H -4.58 -2.46 1.29
```

## Properties
2S+1: 1
Orbital gap: 8.4 eV
Maximum force: 1.4 eV Å⁻¹
Charge: 0
ΔE to the lowest compared entry with this formula, charge and spin: 32.01 kcal/mol

Partial charges, natural (NBO), in e: C -0.6354; C 0.0066; C -0.2197; C -0.1790; C -0.0606; C -0.1774; C -0.2285; H 0.2149; H 0.2318; C 0.4717; N -0.4822; C 0.0221; C 0.3064; O -0.4005; C -0.6724; H 0.2371; H 0.2275; H 0.2517; C -0.6007; H 0.2438; H 0.2392; S 1.2528; O -1.0006; C -0.7250; C 0.6678; O -0.6226; N -0.6154; H 0.4311; C -0.2471; C -0.0272; C -0.2180; C -0.2616; C 0.2755; C 0.2263; C -0.2554; H 0.2234; O -0.4788; C 0.2380; O -0.4941; H 0.1549; H 0.1549; H 0.2273; H 0.2213; H 0.2454; H 0.1984; H 0.2493; H 0.2817; H 0.2233; H 0.2140; H 0.2221; H 0.2161; H 0.2257



C22H22N3OTa as an isolated structure. Source: the OMol25 dataset; level of theory: ωB97M-V with the def2-TZVPD basis set.

Structure (XYZ):
```
49
C22H22N3OTa ωB97M-V with the def2-TZVPD basis set
Ta -0.15 -0.94 -0.12
C 3.36 -1.97 -2.57
C 2.24 -2.11 -1.78
N 1.61 -1.04 -1.21
C 2.16 0.23 -1.43
C 3.28 0.43 -2.25
C 3.88 -0.71 -2.83
C 3.75 1.76 -2.41
C 3.14 2.81 -1.77
C 2.03 2.60 -0.93
C 1.56 1.31 -0.77
N 0.44 0.85 -0.03
C -0.21 1.37 1.13
C -0.68 2.67 1.30
C -1.26 3.03 2.52
C -1.40 2.12 3.55
C -0.99 0.78 3.39
C -1.00 -0.18 4.43
C -0.48 -1.45 4.21
C -0.02 -1.79 2.95
N -0.01 -0.91 1.92
C -0.41 0.41 2.16
H 3.82 -2.86 -3.00
H 1.83 -3.09 -1.59
H 4.75 -0.59 -3.46
H 4.62 1.94 -3.04
H 3.52 3.81 -1.89
H 1.58 3.44 -0.43
H -0.58 3.41 0.52
H -1.58 4.06 2.67
H -1.80 2.45 4.51
H -1.40 0.08 5.40
H -0.45 -2.19 5.00
H 0.32 -2.80 2.74
C -1.23 -3.29 -0.74
C -2.48 -2.42 -0.75
O -2.05 -0.98 -0.79
C -3.15 -0.06 -1.41
C -2.64 1.33 -1.56
H -1.51 -4.35 -0.78
H -0.63 -3.27 0.21
H -0.60 -3.14 -1.63
H -3.09 -2.54 0.15
H -3.07 -2.62 -1.64
H -3.99 -0.17 -0.71
H -3.37 -0.55 -2.35
H -2.46 1.82 -0.61
H -3.44 1.89 -2.06
H -1.77 1.38 -2.22
```

## Properties
2S+1: 1
Orbital gap: 5.9 eV
Maximum force: 0.5 eV Å⁻¹
Charge: +4

Partial charges, natural (NBO), in e: Ta 2.4554; C -0.2439; C 0.1294; N -0.7046; C 0.2633; C -0.1243; C 0.0747; C -0.0634; C -0.1691; C -0.0783; C 0.0168; N -0.5430; C 0.0387; C -0.1040; C -0.1587; C -0.0192; C -0.1398; C 0.0611; C -0.2421; C 0.1556; N -0.6663; C 0.2242; H 0.3020; H 0.2372; H 0.2866; H 0.2819; H 0.2887; H 0.2598; H 0.2704; H 0.2941; H 0.2853; H 0.2905; H 0.3065; H 0.2558; C -0.7369; C -0.0867; O -0.6499; C -0.0257; C -0.6785; H 0.3773; H 0.2201; H 0.2707; H 0.2528; H 0.2760; H 0.2437; H 0.2409; H 0.2208; H 0.3193; H 0.2349



Q: Which value of charge does entry 2 give?
A: -2



Copy entry 2 word for word.
C22H22ClN5O14S2Ti as an isolated structure. Source: the OMol25 dataset; level of theory: ωB97M-V with the def2-TZVPD basis set.

Structure (XYZ):
```
67
C22H22ClN5O14S2Ti ωB97M-V with the def2-TZVPD basis set
Ti 1.17 -0.48 -0.21
O 3.00 0.21 -0.02
C 3.43 1.37 0.00
C 2.64 2.55 0.14
C 3.31 3.79 0.25
C 2.58 4.95 0.42
C 1.16 4.85 0.45
C 0.51 3.65 0.34
C 1.23 2.45 0.18
O 0.58 1.30 0.08
N 3.20 6.18 0.57
O 4.48 6.23 0.58
O 2.47 7.23 0.71
H 4.52 1.49 -0.07
H 4.39 3.84 0.23
H 0.62 5.78 0.58
H -0.57 3.59 0.36
O 4.12 -3.14 -1.12
S 2.75 -2.86 -0.76
O 2.07 -1.90 -1.66
O 2.52 -2.44 0.63
C 1.86 -4.41 -0.92
C 2.65 -5.54 -1.06
C 2.08 -6.81 -1.10
C 0.71 -6.95 -1.00
C -0.09 -5.82 -0.88
C 0.47 -4.55 -0.84
S -0.73 -3.22 -0.87
O -1.91 -3.68 -0.18
O -0.88 -2.93 -2.27
O -0.07 -2.15 -0.06
H 3.72 -5.41 -1.13
H 2.72 -7.68 -1.21
H 0.26 -7.93 -1.03
H -1.16 -5.91 -0.80
N -2.00 -0.75 4.17
C -0.74 -0.37 3.77
C -0.21 -0.88 2.57
N 0.94 -0.45 2.10
C 1.62 0.46 2.83
C 1.11 0.91 4.03
N -0.08 0.50 4.51
H -2.39 -1.56 3.73
H -2.18 -0.67 5.16
H -0.73 -1.62 1.99
H 2.57 0.80 2.46
H 1.67 1.62 4.62
C -3.42 1.40 -2.39
C -3.94 1.40 -0.95
C -4.08 2.83 -0.43
C -5.28 0.66 -0.86
C -2.97 0.69 -0.10
N -2.18 0.08 0.47
H -4.05 2.05 -2.99
H -3.45 0.39 -2.81
H -2.39 1.74 -2.44
H -4.85 3.35 -1.00
H -3.13 3.37 -0.54
H -4.35 2.84 0.63
H -6.01 1.16 -1.50
H -5.67 0.67 0.17
H -5.18 -0.38 -1.18
O -0.40 2.08 -2.73
Cl 0.31 0.84 -2.90
O 1.70 0.97 -2.47
O 0.23 0.41 -4.26
O -0.28 -0.20 -2.01
```

## Properties
2S+1: 3
Orbital gap (alpha / beta): 4.3 / 7.3 eV
Maximum force: 1.5 eV Å⁻¹
Charge: -2
ΔE to the lowest compared entry with this formula, charge and spin: 26.69 kcal/mol

Partial charges, natural (NBO), in e: Ti 1.6600; O -0.6439; C 0.4404; C -0.2954; C -0.1828; C 0.0114; C -0.1426; C -0.3043; C 0.4532; O -0.7690; N 0.3566; O -0.6189; O -0.6201; H 0.1540; H 0.2346; H 0.2373; H 0.2100; O -0.9686; S 2.4105; O -0.9724; O -0.9681; C -0.2326; C -0.2101; C -0.2293; C -0.2206; C -0.1946; C -0.3169; S 2.4489; O -0.9956; O -0.9343; O -1.0327; H 0.2414; H 0.1989; H 0.1982; H 0.2367; N -0.7972; C 0.3479; C 0.0222; N -0.4059; C -0.0314; C 0.0031; N -0.4523; H 0.3899; H 0.3824; H 0.2510; H 0.2169; H 0.1951; C -0.6087; C -0.1575; C -0.5854; C -0.5837; C 0.3275; N -0.3293; H 0.1902; H 0.2234; H 0.2747; H 0.1983; H 0.2311; H 0.2075; H 0.1987; H 0.2045; H 0.2250; O -0.8368; Cl 2.5456; O -0.8286; O -0.8161; O -0.8415



Q: 2S+1 of number 4 (C22H22N3OTa)?
A: 1